134
Properties=species:S:1:pos:R:3 method="wB97M-V/def2-TZVPD" spin_multiplicity=1 total_charge=+1 homo_energy_ev=-11.28 e_above_lowest_kj_mol=351.4 lumo_energy_ha=-0.1542
C -1.07265 0.36773 -1.50371
C -0.78602 -1.16633 -1.26641
C -1.81888 -2.21583 -1.32149
C -1.45962 -3.63755 -1.12290
C -0.00947 -4.06343 -0.83744
C 1.00940 -2.98553 -0.77457
C 2.55097 -3.28917 -0.51198
C 3.33077 -2.33455 -1.50050
C 3.08356 -2.49420 -2.93418
C 3.80199 -1.54756 -3.84256
S 3.45846 -1.70665 -5.62180
C 4.73978 -0.49712 -3.31101
C 4.89869 -0.47796 -1.84801
N 4.20483 -1.36038 -1.02239
C 0.62479 -1.55498 -0.97073
H -1.24872 0.94256 -0.54560
H -0.13795 0.77140 -1.99956
H -1.89186 0.46148 -2.26348
H -2.88887 -1.92884 -1.51386
H -2.24391 -4.43341 -1.16707
H 0.31784 -5.11984 -0.69313
H 2.81094 -4.36818 -0.69292
H 2.72160 -2.98342 0.56730
H 2.38924 -3.29037 -3.30594
H 2.07220 -1.82472 -5.65544
H 5.28840 0.21356 -3.97139
H 5.58671 0.26287 -1.35919
H 4.30317 -1.33222 0.00026
H 1.37386 -0.71835 -0.90570
O -0.61635 -2.47533 -6.47356
S -0.48143 -3.05465 -7.78375
O 0.54410 -2.62912 -8.69138
O -1.89732 -2.99334 -8.53127
C -2.54457 -1.71912 -8.66842
C -1.88930 -0.86673 -9.73873
C -0.38945 -4.81177 -7.62313
H -2.57153 -1.19851 -7.70791
H -3.57762 -1.92206 -8.95358
H -0.87644 -0.58131 -9.44985
H -2.46082 0.04801 -9.90431
H -1.81560 -1.41587 -10.67896
H -1.18449 -5.14977 -6.96145
H 0.58324 -5.05471 -7.19680
H -0.48514 -5.26088 -8.60993
O -0.82410 5.45017 0.44401
S -0.61844 4.30280 1.28069
O -1.09209 3.00133 0.90494
O -1.13254 4.63595 2.76105
C -2.48980 5.07831 2.93139
C -3.47651 3.93511 2.79254
C 1.10307 4.17791 1.66159
H -2.71926 5.88679 2.23270
H -2.55989 5.49226 3.93786
H -3.48697 3.54491 1.77304
H -4.48728 4.26736 3.03380
H -3.20677 3.10898 3.45286
H 1.46778 5.15145 1.97875
H 1.61981 3.86048 0.75638
H 1.23741 3.43521 2.44665
O -5.88235 3.07833 5.70814
S -6.78737 2.08036 5.21369
O -7.08682 1.96011 3.81644
O -8.16427 2.17021 6.03591
C -8.85543 3.42573 6.07310
C -9.56239 3.71862 4.76295
C -6.27276 0.49909 5.81056
H -8.16899 4.23243 6.34235
H -9.59514 3.35245 6.87163
H -8.84573 3.87310 3.95475
H -10.17109 4.62057 4.84818
H -10.20218 2.88301 4.47363
H -6.07483 0.57006 6.87814
H -5.36364 0.22446 5.27700
H -7.05749 -0.22697 5.60617
O 2.05989 9.53868 -2.78012
S 2.09569 8.49355 -3.76093
O 1.17845 8.46212 -4.86099
O 2.05561 7.07203 -3.00859
C 0.97207 6.81134 -2.10480
C -0.31554 6.51276 -2.84984
C 3.73822 8.36361 -4.39971
H 0.84362 7.64252 -1.40726
H 1.25529 5.93750 -1.51571
H -0.66902 7.39184 -3.39093
H -1.10016 6.20830 -2.15555
H -0.16245 5.71965 -3.58464
H 4.44190 8.35202 -3.56983
H 3.91650 9.23276 -5.03159
H 3.81547 7.45263 -4.99036
O -0.70198 6.09664 5.81474
S 0.70682 5.90237 6.00235
O 1.26660 4.60012 6.22153
O 1.22147 6.89210 7.15657
C 0.58437 6.83252 8.44037
C 1.01756 5.61037 9.22803
C 1.56989 6.66055 4.66144
H -0.50227 6.86861 8.33013
H 0.88324 7.73213 8.98020
H 0.66799 4.69195 8.75370
H 0.60976 5.64122 10.23988
H 2.10610 5.55238 9.28416
H 1.17638 7.66332 4.50736
H 1.40202 6.05132 3.77682
H 2.63221 6.68989 4.89761
O 3.81135 -5.89450 -2.07304
S 4.62398 -6.52967 -3.07894
O 4.47496 -7.91513 -3.39931
O 6.16874 -6.23085 -2.76389
C 6.68531 -6.58996 -1.47357
C 6.89985 -8.08646 -1.34923
C 4.51406 -5.59352 -4.57233
H 6.03079 -6.21605 -0.68167
H 7.64379 -6.07972 -1.36702
H 5.95072 -8.62405 -1.37584
H 7.39458 -8.32653 -0.40664
H 7.50710 -8.45972 -2.17546
H 4.65937 -4.54004 -4.33957
H 3.52074 -5.75209 -4.99139
H 5.27095 -5.94788 -5.26956
O -2.56814 -6.94809 3.70105
S -1.75567 -7.56721 2.69558
O -1.89297 -8.95406 2.36542
O -0.20905 -7.25779 3.01115
C 0.30778 -7.62049 4.29851
C 0.53194 -9.11656 4.41437
C -1.87214 -6.62478 1.20538
H -0.34986 -7.25552 5.09138
H 1.26298 -7.10458 4.40940
H -0.41365 -9.65982 4.38336
H 1.02707 -9.35904 5.35635
H 1.14275 -9.48139 3.58652
H -1.73845 -5.56731 1.42643
H -2.86697 -6.79836 0.79608
H -1.11812 -6.97007 0.49999